28
Properties=species:S:1:pos:R:3:forces:R:3:mulliken_charge:R:1 method="wB97M-V/def2-TZVPD" de_lowest_kcal_mol=3.9 e_tot_ha=-871.338903 orbital_gap_ev=8.51 homo_ev=-8.010
C 2.520171 0.326196 1.511315 0.756 0.806 0.843 -0.061
C -0.947170 -0.891209 -0.990829 -2.086 0.135 -2.235 0.345
C 3.952732 -0.144983 1.438256 0.300 1.919 -2.167 -1.068
C -3.460874 1.272396 -1.142456 1.940 -1.883 1.579 -0.954
C 0.765193 -2.485072 -0.283172 1.057 2.371 -2.769 -1.082
C -0.283454 0.975585 1.187105 -1.370 -3.686 -1.873 -1.308
C -3.098373 0.012200 -1.901389 6.192 2.146 -0.104 -0.354
C -0.456383 -1.715567 0.100416 3.094 2.281 2.114 0.363
N 1.628013 -0.467805 1.089951 0.447 0.061 0.170 -0.339
N 0.361665 -0.305735 1.114169 -1.088 -2.921 -0.348 0.178
O -0.219279 -0.508134 -1.867820 -0.235 0.819 -0.063 -0.587
O -2.305822 -0.781057 -1.002794 0.632 -0.989 1.475 -0.276
I -1.822242 -2.653694 1.343381 -0.120 -0.105 0.306 0.190
H 2.287898 1.338774 1.928656 0.139 -0.803 -0.270 0.268
H 4.502343 0.538813 0.670366 -0.362 -0.932 1.861 0.240
H 4.501627 -0.439389 2.308659 0.297 1.082 1.076 0.349
H 3.983551 -1.075597 0.963646 -0.506 -1.558 -1.253 0.262
H -4.351772 1.114871 -0.632044 -1.930 0.022 0.693 0.349
H -2.733640 1.505809 -0.319103 -0.299 -0.254 -1.114 0.190
H -3.485140 2.033397 -1.809144 -0.458 2.712 -1.762 0.371
H 1.023701 -2.373340 -1.408169 -0.679 -0.040 1.869 0.283
H 1.696364 -2.171479 0.227694 -0.775 0.111 0.073 0.234
H 0.621662 -3.454755 -0.097804 -0.522 -3.943 0.719 0.457
H -0.022583 1.440734 2.044049 0.910 1.791 2.712 0.645
H -0.048425 1.462152 0.294130 0.042 1.651 -1.355 0.416
H -1.303000 0.612204 1.250293 -0.654 0.977 -0.066 0.256
H -2.310593 0.191428 -2.761643 -2.169 -0.020 1.060 0.302
H -3.876879 -0.584764 -2.133523 -2.553 -1.750 -1.172 0.330

---

125
Properties=species:S:1:pos:R:3:forces:R:3:lowdin_spin:R:1 method="wB97M-V/def2-TZVPD" charge=+2 e_tot_ha=-5925.329504 s2=0.76 orbital_gap_ev="8.01 / 6.15" spin_multiplicity=2 homo_ev="-12.822 / -12.911"
Ru -0.311304 0.211054 -0.080602 1.776 0.604 0.589 0.093
C 0.186647 -2.360661 2.567979 0.271 0.051 -0.180 0.000
P -0.942895 -1.606217 1.357331 -1.029 -0.004 -0.783 0.004
C -2.229734 -0.899974 2.439011 0.249 -0.239 0.265 0.000
N -2.554443 -1.546907 3.536271 -0.076 0.124 -0.016 0.000
C -3.640422 -1.107669 4.215710 0.189 -0.228 0.098 0.000
C -4.050354 -1.782775 5.393835 0.046 0.049 -0.024 0.000
C -5.170492 -1.366718 6.043637 -0.094 0.067 0.005 0.000
C -5.931318 -0.265789 5.558451 0.031 -0.071 0.083 0.000
C -5.559315 0.397291 4.430634 0.040 -0.035 -0.063 0.000
C -4.396524 -0.018318 3.731168 -0.156 0.232 -0.126 0.000
N -4.020646 0.642267 2.610656 0.100 -0.176 0.113 0.000
C -2.928791 0.238732 2.000974 -0.356 0.270 -0.012 0.000
P -2.366936 1.153562 0.502955 0.228 -0.117 0.455 -0.002
C -3.897720 0.983463 -0.470457 -0.020 -0.003 -0.159 0.000
C -2.399100 2.965131 0.979208 -0.119 -0.127 -0.162 -0.001
C -3.685428 3.430204 1.663445 -0.020 0.086 -0.015 0.000
C -1.212278 3.231466 1.889546 -0.037 0.103 0.049 0.009
C -2.254828 3.741877 -0.332153 -0.113 0.138 0.055 0.002
C -1.835571 -3.098813 0.639422 0.249 -0.024 0.106 0.002
C -0.802373 -3.855467 -0.198511 -0.028 -0.093 0.033 0.000
C -2.978755 -2.578354 -0.229477 0.004 -0.022 -0.026 0.000
C -2.390766 -4.067565 1.688985 -0.017 -0.019 -0.013 0.000
H -0.361664 -3.144870 3.083101 0.024 -0.012 0.060 0.000
H 0.512497 -1.640211 3.316183 -0.053 -0.079 0.105 0.000
H 1.066386 -2.779223 2.076748 -0.024 -0.018 0.007 0.000
H -3.463133 -2.622605 5.741397 0.008 0.024 -0.013 0.000
H -5.496691 -1.878134 6.939548 -0.002 0.014 -0.006 0.000
H -6.816147 0.042112 6.099782 0.013 -0.011 -0.002 0.000
H -6.122217 1.237141 4.045191 0.014 -0.015 -0.008 0.000
H -4.731167 1.213387 0.191100 -0.012 -0.013 0.012 0.000
H -3.999841 -0.034904 -0.838710 -0.052 -0.005 0.013 0.000
H -3.915641 1.666551 -1.317328 -0.088 0.020 0.053 0.000
H -3.856099 2.939676 2.614201 0.020 0.038 0.047 0.000
H -4.567393 3.281855 1.038979 0.014 0.001 0.025 0.000
H -3.586074 4.503998 1.845518 -0.018 -0.009 -0.048 0.000
H -1.297786 2.701385 2.841492 -0.006 0.006 -0.034 0.000
H -1.151297 4.300910 2.108156 -0.016 -0.026 0.009 0.000
H -0.280268 2.933526 1.418772 0.053 0.041 -0.056 0.012
H -3.157681 3.676742 -0.942725 0.016 0.037 0.034 0.000
H -1.416269 3.400658 -0.925873 0.095 -0.036 -0.086 0.004
H -2.093576 4.799254 -0.104830 -0.001 -0.036 -0.008 0.000
H -0.318136 -3.222624 -0.933213 0.023 0.009 -0.056 0.000
H -1.288459 -4.681258 -0.726899 0.006 0.035 0.023 0.000
H -0.027827 -4.288036 0.438249 -0.020 -0.014 -0.007 0.000
H -2.655049 -1.769823 -0.884902 0.028 -0.016 -0.064 0.000
H -3.809304 -2.218674 0.383122 0.019 0.013 -0.002 0.000
H -3.355408 -3.391178 -0.855786 -0.023 0.016 0.038 0.000
H -1.605075 -4.684118 2.128355 -0.016 0.037 0.018 0.000
H -3.091135 -4.745616 1.194548 0.049 -0.011 -0.012 0.000
H -2.923435 -3.568151 2.493277 -0.057 -0.003 -0.009 0.000
N -2.700053 -2.497707 -5.103158 0.039 0.032 0.011 -0.001
C -2.080218 -1.790664 -4.140630 -0.097 -0.092 -0.090 0.000
C -0.876456 -2.222623 -3.563284 0.114 0.033 -0.075 0.000
C -0.308193 -1.488920 -2.556231 0.077 0.175 0.003 0.000
N -0.816197 -0.341321 -2.059778 -1.093 -0.889 0.092 0.001
C -1.953963 0.079770 -2.652053 0.312 0.145 -0.100 -0.001
C -2.605362 -0.580317 -3.658006 0.038 0.059 -0.074 0.001
H -2.276213 -3.318851 -5.496152 -0.005 -0.018 0.010 0.000
H -3.532213 -2.151058 -5.545188 -0.021 0.004 -0.009 0.000
H -0.395387 -3.134947 -3.894430 0.017 0.033 0.009 0.000
H 0.618827 -1.815809 -2.113385 -0.094 -0.090 0.062 0.000
H -2.323274 1.028948 -2.310599 -0.052 0.069 0.038 0.000
H -3.511933 -0.162376 -4.077078 0.021 0.011 0.017 0.000
Se 1.082770 2.156769 -0.970907 -0.446 0.083 0.332 0.609
C 0.525997 3.311895 -2.344804 -0.007 -0.074 -0.247 0.050
C -0.135946 2.807868 -3.467521 -0.035 0.146 0.044 0.038
C -0.466227 3.663790 -4.504297 -0.001 -0.020 0.045 -0.002
C -0.159092 5.017303 -4.412945 -0.002 0.028 -0.033 0.048
C 0.477511 5.520372 -3.285715 -0.016 -0.016 0.018 -0.004
C 0.839078 4.668068 -2.254083 0.049 -0.019 -0.040 0.044
H -0.374086 1.754723 -3.524627 0.052 0.058 -0.041 0.002
H -0.966264 3.279861 -5.384212 0.010 0.003 -0.003 -0.001
H -0.411140 5.682228 -5.228468 -0.034 0.001 0.021 0.003
H 0.698302 6.576862 -3.213085 0.025 -0.012 -0.013 -0.001
H 1.351112 5.051018 -1.380037 0.019 -0.013 -0.023 0.002
N 1.113873 0.602299 1.834718 -0.677 0.351 -0.420 0.002
C 1.282692 1.564281 2.890442 -0.077 -0.147 0.020 0.000
C 0.754290 1.298281 4.145178 -0.046 -0.005 0.042 0.000
C 0.897678 2.224815 5.167493 0.018 -0.013 -0.003 0.000
C 1.565267 3.420700 4.939990 -0.027 -0.024 -0.008 0.000
C 2.098693 3.676491 3.685517 0.009 -0.007 -0.063 0.000
C 1.960717 2.750918 2.658733 0.116 0.024 0.062 0.003
H 1.862366 0.653654 1.158695 0.298 -0.068 0.120 0.000
H 1.134209 -0.333073 2.208257 0.250 -0.016 0.072 0.000
H 0.224942 0.368980 4.329007 -0.019 0.020 -0.004 0.000
H 0.494452 2.005595 6.147413 -0.017 0.012 -0.014 0.000
H 1.674267 4.144076 5.736748 0.008 -0.017 -0.012 0.000
H 2.632432 4.600239 3.501575 -0.016 -0.014 0.000 0.000
H 2.379658 2.956805 1.680233 -0.002 0.004 -0.004 0.002
O 1.744153 -0.617463 -0.439580 0.147 -0.416 -0.035 0.014
P 3.045077 -1.025547 -1.115453 -0.233 0.181 0.049 0.003
C 3.483384 0.112456 -2.423562 0.007 0.150 -0.136 0.022
C 2.498493 0.484441 -3.347297 0.058 -0.007 0.029 0.022
C 2.803293 1.359127 -4.376006 0.060 -0.031 -0.041 0.006
C 4.089800 1.874933 -4.488225 -0.035 -0.003 -0.021 0.001
C 5.068036 1.517657 -3.573004 0.011 -0.020 0.031 0.007
C 4.769645 0.635277 -2.542423 -0.025 -0.013 -0.021 0.000
C 2.915419 -2.659133 -1.830969 0.114 -0.173 -0.039 0.000
C 2.533305 -3.715658 -0.998773 0.010 0.035 -0.050 0.000
C 2.449439 -5.001894 -1.501669 0.009 -0.022 -0.013 0.000
C 2.745452 -5.242549 -2.839872 -0.009 -0.021 0.023 0.000
C 3.120723 -4.199479 -3.673135 -0.024 0.033 0.007 0.000
C 3.210200 -2.907316 -3.170765 0.017 -0.004 0.012 0.000
C 4.383982 -1.032533 0.064287 0.112 0.049 0.161 0.000
C 5.257430 -2.108120 0.206570 0.003 0.020 0.018 0.000
C 6.272196 -2.053926 1.155001 -0.018 -0.013 -0.032 0.000
C 6.420799 -0.930412 1.952743 0.011 0.021 -0.001 0.000
C 5.570103 0.159612 1.796992 0.013 -0.015 -0.006 0.000
C 4.559368 0.109737 0.854954 -0.019 -0.024 -0.038 0.000
H 1.490781 0.095065 -3.254172 0.065 -0.012 -0.036 0.003
H 2.042529 1.638912 -5.093520 0.011 0.011 0.031 0.000
H 4.329511 2.555218 -5.295266 -0.009 -0.001 0.017 0.000
H 6.066931 1.924140 -3.660175 -0.010 -0.013 0.003 0.000
H 5.538597 0.360400 -1.831929 0.001 -0.009 -0.009 0.000
H 2.313860 -3.525510 0.045294 0.007 -0.004 0.015 0.000
H 2.167842 -5.822317 -0.853898 -0.004 0.019 -0.007 0.000
H 2.694690 -6.251556 -3.228820 -0.014 0.018 0.007 0.000
H 3.354063 -4.391333 -4.712218 0.012 0.008 0.016 0.000
H 3.517781 -2.096633 -3.819217 0.004 -0.016 0.000 0.000
H 5.157419 -2.983467 -0.422502 -0.023 -0.004 0.027 0.000
H 6.948234 -2.891340 1.265980 -0.011 0.010 -0.003 0.000
H 7.211461 -0.894160 2.690769 -0.008 -0.002 -0.010 0.000
H 5.704020 1.047511 2.401169 -0.009 -0.021 0.002 0.000
H 3.926298 0.979321 0.709892 -0.027 -0.003 0.005 0.000

---

Repeat the first record exactly.
28
Properties=species:S:1:pos:R:3:forces:R:3:mulliken_charge:R:1 method="wB97M-V/def2-TZVPD" de_lowest_kcal_mol=3.9 e_tot_ha=-871.338903 orbital_gap_ev=8.51 homo_ev=-8.010
C 2.520171 0.326196 1.511315 0.756 0.806 0.843 -0.061
C -0.947170 -0.891209 -0.990829 -2.086 0.135 -2.235 0.345
C 3.952732 -0.144983 1.438256 0.300 1.919 -2.167 -1.068
C -3.460874 1.272396 -1.142456 1.940 -1.883 1.579 -0.954
C 0.765193 -2.485072 -0.283172 1.057 2.371 -2.769 -1.082
C -0.283454 0.975585 1.187105 -1.370 -3.686 -1.873 -1.308
C -3.098373 0.012200 -1.901389 6.192 2.146 -0.104 -0.354
C -0.456383 -1.715567 0.100416 3.094 2.281 2.114 0.363
N 1.628013 -0.467805 1.089951 0.447 0.061 0.170 -0.339
N 0.361665 -0.305735 1.114169 -1.088 -2.921 -0.348 0.178
O -0.219279 -0.508134 -1.867820 -0.235 0.819 -0.063 -0.587
O -2.305822 -0.781057 -1.002794 0.632 -0.989 1.475 -0.276
I -1.822242 -2.653694 1.343381 -0.120 -0.105 0.306 0.190
H 2.287898 1.338774 1.928656 0.139 -0.803 -0.270 0.268
H 4.502343 0.538813 0.670366 -0.362 -0.932 1.861 0.240
H 4.501627 -0.439389 2.308659 0.297 1.082 1.076 0.349
H 3.983551 -1.075597 0.963646 -0.506 -1.558 -1.253 0.262
H -4.351772 1.114871 -0.632044 -1.930 0.022 0.693 0.349
H -2.733640 1.505809 -0.319103 -0.299 -0.254 -1.114 0.190
H -3.485140 2.033397 -1.809144 -0.458 2.712 -1.762 0.371
H 1.023701 -2.373340 -1.408169 -0.679 -0.040 1.869 0.283
H 1.696364 -2.171479 0.227694 -0.775 0.111 0.073 0.234
H 0.621662 -3.454755 -0.097804 -0.522 -3.943 0.719 0.457
H -0.022583 1.440734 2.044049 0.910 1.791 2.712 0.645
H -0.048425 1.462152 0.294130 0.042 1.651 -1.355 0.416
H -1.303000 0.612204 1.250293 -0.654 0.977 -0.066 0.256
H -2.310593 0.191428 -2.761643 -2.169 -0.020 1.060 0.302
H -3.876879 -0.584764 -2.133523 -2.553 -1.750 -1.172 0.330